# 1
Here is C30H36N12O4P2Pd as an isolated structure from OMol25. Energies are from ωB97M-V/def2-TZVPD.

CARTESIAN COORDINATES (ANGSTROEM)
1 Pd 0.64505 1.03100 0.01835
2 N -2.37634 2.68411 -1.09593
3 C -1.25336 2.89835 -1.87282
4 N -1.32421 3.50969 -3.05316
5 N -0.05636 3.50450 -3.49724
6 N 0.71029 2.92432 -2.63179
7 N -0.01906 2.51960 -1.57212
8 C -2.39592 2.21525 0.20500
9 N -3.45706 2.38996 0.98741
10 N -3.12741 1.75228 2.12893
11 N -1.94439 1.24456 2.03118
12 N -1.43844 1.51219 0.80192
13 H -3.19005 3.20605 -1.36952
14 C 1.56261 0.68907 3.71122
15 C 2.66625 1.11485 2.76285
16 O 3.08227 0.02722 1.93586
17 P 2.35259 -0.12217 0.44519
18 O 2.31588 -1.78329 0.43244
19 C 1.36113 -2.39039 1.29203
20 C 2.04822 -3.08303 2.45331
21 O 3.68889 -0.02687 -0.49808
22 C 4.90989 -0.67400 -0.15903
23 C 5.95962 0.36062 0.19765
24 H 1.32147 1.50049 4.40276
25 H 1.86953 -0.18601 4.29050
26 H 0.65856 0.45205 3.14621
27 H 3.55533 1.44737 3.30490
28 H 2.31946 1.94689 2.14290
29 H 0.78596 -3.11297 0.70423
30 H 0.65578 -1.63495 1.65074
31 H 2.73278 -3.85281 2.08959
32 H 1.30486 -3.55513 3.10111
33 H 2.62036 -2.35738 3.03174
34 H 5.22149 -1.25394 -1.03336
35 H 4.75701 -1.37107 0.66659
36 H 6.09903 1.06561 -0.62432
37 H 6.91777 -0.12398 0.40859
38 H 5.64543 0.92340 1.07690
39 O -3.83322 -3.96946 -1.82456
40 P -3.46259 -2.68823 -1.15796
41 C -2.73526 -2.95894 0.47824
42 C -2.74426 -4.25054 0.99718
43 C -2.28271 -4.48037 2.28595
44 C -1.83171 -3.41953 3.06269
45 C -1.81902 -2.13077 2.54680
46 C -2.25457 -1.90446 1.25009
47 C -4.92200 -1.65941 -0.83429
48 C -4.81563 -0.36070 -0.34258
49 C -5.95409 0.37134 -0.04556
50 C -7.20714 -0.19146 -0.25462
51 C -7.32049 -1.48183 -0.75637
52 C -6.17854 -2.21847 -1.04295
53 C -2.32534 -1.61216 -2.04354
54 C -2.81969 -0.71580 -2.99245
55 C -1.95082 0.09811 -3.70031
56 C -0.58293 0.01736 -3.47393
57 C -0.08204 -0.87521 -2.53738
58 C -0.95191 -1.68533 -1.82169
59 H -3.11568 -5.05876 0.37879
60 H -2.28071 -5.48712 2.68745
61 H -1.48158 -3.60070 4.07253
62 H -1.46872 -1.28372 3.12419
63 H -2.19285 -0.89773 0.85716
64 H -3.84804 0.10007 -0.18914
65 H -5.83381 1.37151 0.35181
66 H -8.09990 0.37879 -0.02503
67 H -8.29945 -1.91654 -0.92246
68 H -6.24068 -3.22743 -1.43255
69 H -3.88855 -0.63331 -3.15204
70 H -2.33613 0.83219 -4.39622
71 H 0.08743 0.69519 -3.98657
72 H 0.97805 -0.90462 -2.32394
73 H -0.56060 -2.34209 -1.05474
74 N 3.63773 2.80323 -2.79408
75 C 4.38172 3.26582 -1.76764
76 C 3.90713 3.18587 -0.42439
77 N 4.60885 3.64578 0.58197
78 C 5.81480 4.17895 0.30465
79 C 6.28805 4.21843 -0.98237
80 N 5.58646 3.77435 -2.03110
81 H 2.61596 2.72261 -2.71058
82 H 3.99167 3.03838 -3.70603
83 H 2.96756 2.68370 -0.20433
84 H 6.39770 4.55723 1.13608
85 H 7.27265 4.62438 -1.19693

The molecular weight is 797.07 g/mol. The calculation puts the energy above the lowest of the compared OMol25 structures with the same formula, charge and spin at 0.4 kJ/mol. Its total energy is -2933.63251 Eh. The calculation puts the max |F| at 0.00423 hartree/bohr. The calculation puts the HOMO energy at -2.008 eV. Its net charge is -2. The calculation puts the frontier orbital gap at 6.458 eV. The spin multiplicity is 1.

***

# 2
Here is a 2-piece molecular cluster, C30H37BClNO2S overall from OMol25. Energies are from ωB97M-V/def2-TZVPD.

CARTESIAN COORDINATES (ANGSTROEM)
1 C -4.63219 -3.12938 1.18522
2 C -3.21446 -2.70346 1.14727
3 C -2.17755 -3.35263 0.48477
4 C -0.89959 -2.80964 0.78958
5 C -0.94442 -1.74919 1.70169
6 B -0.30662 1.19884 -2.28978
7 C 0.13176 -1.34432 2.54387
8 C -0.11136 -0.63998 3.74802
9 C 0.91960 -0.39437 4.63143
10 C 2.22555 -0.88667 4.35544
11 N 3.20011 -0.78748 5.29060
12 C 4.51898 -1.33600 5.06978
13 C 2.94046 -0.13031 6.54931
14 C 2.49339 -1.50044 3.10339
15 C 1.45657 -1.73788 2.22475
16 O 0.29227 0.47881 -3.30953
17 C -0.72509 -0.45976 -3.70564
18 C -0.59192 -0.68067 -5.20351
19 C -0.45247 -1.76796 -2.95514
20 C -2.09097 0.26179 -3.25694
21 C -2.64424 1.24158 -4.30008
22 C -3.17050 -0.67613 -2.74120
23 O -1.69121 1.09132 -2.15334
24 S -2.63024 -1.35649 2.04114
25 H -4.71522 -4.16144 0.83523
26 H -5.02053 -3.07268 2.20584
27 H -5.25527 -2.49496 0.54638
28 H -2.33665 -4.20933 -0.16641
29 H 0.04575 -3.21593 0.43514
30 H -1.11552 -0.27986 3.97142
31 H 0.71466 0.12304 5.56930
32 H 5.02484 -0.83199 4.23168
33 H 5.09680 -1.18297 5.98336
34 H 4.47810 -2.41160 4.84382
35 H 2.08530 -0.58448 7.07057
36 H 3.83543 -0.23062 7.16896
37 H 2.71873 0.93675 6.39969
38 H 3.50064 -1.83550 2.85452
39 H 1.65491 -2.23113 1.27078
40 H -1.34479 -1.39001 -5.57319
41 H -0.70111 0.26042 -5.74763
42 H 0.39835 -1.10081 -5.40823
43 H -1.13723 -2.55893 -3.29203
44 H 0.57353 -2.09627 -3.17206
45 H -0.52818 -1.66283 -1.86338
46 H -3.05858 0.73911 -5.18115
47 H -3.44861 1.83991 -3.85231
48 H -1.86529 1.94128 -4.63116
49 H -3.44534 -1.39790 -3.51865
50 H -2.81920 -1.21850 -1.85663
51 H -4.06138 -0.10684 -2.45506
52 Cl 0.55542 6.07186 -4.35086
53 C 0.56751 4.77191 -3.24364
54 C -0.48940 4.61705 -2.32961
55 C -0.54106 3.50399 -1.52018
56 C 0.43642 2.45104 -1.65351
57 C 0.33547 1.12803 -0.67892
58 C 1.68343 0.55874 -0.33017
59 C 2.00924 1.26857 1.01301
60 C 0.63473 1.53217 1.55502
61 C -0.30183 1.48632 0.56102
62 C 1.62154 2.75946 -2.42664
63 C 1.64101 3.86353 -3.24778
64 H -1.25862 5.38884 -2.28278
65 H -1.35055 3.40291 -0.80015
66 H 1.56377 -0.52168 -0.13332
67 H 2.44986 0.66773 -1.09936
68 H 2.66137 0.69318 1.67677
69 H 2.52682 2.22463 0.79838
70 H 0.46047 1.81242 2.59373
71 H -1.33868 1.79953 0.60725
72 H 2.47533 2.08285 -2.41871
73 H 2.48771 4.04140 -3.90943

The molecular weight is 521.96 g/mol. The calculation puts the energy above the lowest of the compared OMol25 structures with the same formula, charge and spin at 0.0 kJ/mol. Its total energy is -2253.79768 Eh. The calculation puts the max |F| at 0.09352 hartree/bohr. The calculation puts the HOMO energy at -6.509 eV. Its net charge is 0. The calculation puts the frontier orbital gap at 6.172 eV. The spin multiplicity is 1.

***

# 3
Here is C30H37BN12OSn as an isolated structure from OMol25. Energies are from ωB97M-V/def2-TZVPD.

CARTESIAN COORDINATES (ANGSTROEM)
1 Sn -0.36251 -0.04467 0.17516
2 C 1.11503 -3.29740 1.00141
3 C -0.28769 -3.34243 0.49155
4 C -1.00031 -4.44400 0.02078
5 C -2.23347 -3.94419 -0.34016
6 N -2.26517 -2.63128 -0.07155
7 N -1.06098 -2.25096 0.42301
8 B -3.35261 -1.59828 -0.49522
9 N -3.51870 -0.51649 0.60682
10 C -4.67680 -0.17240 1.18285
11 C -4.43390 0.84760 2.07570
12 C -3.06429 1.09055 1.99354
13 C -2.31924 2.13125 2.75910
14 N -2.51046 0.24851 1.10827
15 N -2.84221 -0.93774 -1.79460
16 C -3.35994 -0.93589 -3.03370
17 C -2.37763 -0.54523 -3.91571
18 C -1.24139 -0.32842 -3.13046
19 C 0.13772 0.02463 -3.57057
20 N -1.52820 -0.57990 -1.85085
21 N -4.68537 -2.29704 -0.65211
22 C -5.23676 -3.19067 0.21376
23 C -6.56632 -3.29980 -0.08519
24 C -6.76841 -2.40325 -1.16146
25 C -8.03967 -2.09943 -1.88409
26 N -5.63997 -1.79722 -1.48112
27 H 1.63869 -4.20640 0.71298
28 H 1.13229 -3.23339 2.08994
29 H 1.66051 -2.44066 0.60525
30 H -0.66336 -5.46317 -0.05101
31 H -3.07836 -4.44440 -0.78024
32 H -5.60643 -0.64256 0.91013
33 H -5.14586 1.36349 2.69564
34 H -3.03461 2.78353 3.25527
35 H -1.69065 2.73716 2.11006
36 H -1.68308 1.68221 3.52085
37 H -4.39167 -1.20085 -3.18973
38 H -2.47091 -0.42500 -4.98091
39 H 0.12827 0.84858 -4.28334
40 H 0.59398 -0.83372 -4.06666
41 H 0.76010 0.30379 -2.72343
42 H -4.65690 -3.66179 0.98939
43 H -7.29480 -3.93650 0.38698
44 H -8.64814 -2.99593 -1.99281
45 H -7.82685 -1.69383 -2.87099
46 H -8.62787 -1.36236 -1.33503
47 N 4.69352 -0.54773 1.25706
48 C 3.63721 0.14425 0.77355
49 O 2.55272 -0.39140 0.59471
50 C 3.92419 1.60717 0.50251
51 C 2.72979 2.37407 -0.02803
52 H 4.60138 -1.53655 1.41545
53 H 5.60029 -0.12864 1.36143
54 H 4.75027 1.67146 -0.21137
55 H 4.26423 2.06216 1.43613
56 H 2.97018 3.43745 -0.07294
57 H 1.88372 2.23012 0.64091
58 N 2.32121 1.89310 -1.35254
59 C 2.91119 2.15369 -2.38413
60 C 3.21316 2.25221 -3.72325
61 C 4.12680 1.35823 -4.34238
62 C 4.42538 1.49766 -5.67886
63 C 3.84925 2.51274 -6.44090
64 C 2.95545 3.39954 -5.84120
65 C 2.63419 3.28753 -4.50798
66 H 4.57899 0.57065 -3.75406
67 H 5.12045 0.80793 -6.13977
68 H 4.09394 2.61290 -7.48890
69 H 2.50536 4.18954 -6.42811
70 H 1.94550 3.97924 -4.04144
71 C 0.59304 -0.99985 3.92785
72 C 0.87140 0.45700 3.80095
73 N 0.73697 1.17456 2.70886
74 C 1.05660 2.46958 3.06060
75 C 1.38873 2.52804 4.37617
76 N 1.26268 1.23907 4.83791
77 H 0.24437 -1.37845 2.97054
78 H -0.18237 -1.18702 4.67253
79 H 1.48427 -1.55692 4.22028
80 H 1.01996 3.28164 2.35342
81 H 1.68474 3.34541 5.00896
82 H 1.44681 0.93205 5.77788

The molecular weight is 711.23 g/mol. The calculation puts the energy above the lowest of the compared OMol25 structures with the same formula, charge and spin at 88.4 kJ/mol. Its total energy is -2136.79015 Eh. As for the expectation value of S²: 0.79. The calculation puts the max |F| at 0.01248 hartree/bohr. The calculation puts the HOMO energy (alpha / beta) at -8.332 / -11.241 eV. Its net charge is +1. The calculation puts the frontier orbital gap (alpha / beta) at 6.196 / 8.955 eV. The spin multiplicity is 2.